Record 1
Here is a 2-piece molecular cluster, C2HO2S2 overall at a distorted geometry from OMol25. Energies are from ωB97M-V/def2-TZVPD.

```
! RIJCOSX wB97M-V def2-TZVPD def2/J DEFGRID3
* xyz -1 1
C -0.732 -1.781 -0.362
C -1.095 -0.216 -0.217
O -1.390 -2.499 0.374
O 0.161 -1.971 -1.171
S -2.081 0.765 -1.303
S -2.378 0.533 0.724
H 0.383 0.437 0.069
*
```

Orbital gap ... 0.2789 Ha
E_tot ... -27854.8233 eV
Lowest unoccupied orbital energy ... 3.22 eV
Relative energy (zero: lowest compared OMol25 entry of this formula, charge and spin) ... 49.8 kcal/mol

Results of the natural (NBO) charge analysis, in e, for atoms 1 through 4: atom 1 (C): 0.753, atom 2 (C): -0.542, atom 3 (O): -0.730, atom 4 (O): -0.735

Record 2
Here is C2HO2S2 as an isolated structure at a distorted geometry from OMol25. Energies are from ωB97M-V/def2-TZVPD.

```
! RIJCOSX wB97M-V def2-TZVPD def2/J DEFGRID3
* xyz -1 1
C -0.385 3.472 -1.156
C 0.133 2.228 -1.600
O -1.271 2.565 -1.650
O -0.329 4.639 -0.857
S 1.418 -0.820 0.453
S 0.905 0.779 -1.676
H 1.588 0.334 1.084
*
```

Orbital gap ... 0.2452 Ha
E_tot ... -27854.7245 eV
Lowest unoccupied orbital energy ... 3.25 eV
Relative energy (zero: lowest compared OMol25 entry of this formula, charge and spin) ... 52.1 kcal/mol

Results of the natural (NBO) charge analysis, in e, for atoms 1 through 4: atom 1 (C): 0.738, atom 2 (C): -0.177, atom 3 (O): -0.504, atom 4 (O): -0.574